Computed, not measured: an isolated molecule of C2H4NP at a distorted geometry, with ωB97M-V with the def2-TZVPD basis set.

Structure (ORCA input):
```
! wB97M-V def2-TZVPD RIJCOSX def2/J DEFGRID3
* xyz 0 1
C 1.161 -0.064 0.338
C -0.264 -0.243 0.041
P -1.865 0.517 0.119
N -1.197 -0.992 -0.421
H 1.801 -0.468 -0.550
H 1.333 -0.798 1.094
H 1.481 0.954 0.437
H -2.450 1.094 -1.059
*
```

- Structure (SMILES): CC1=[PH]=N1
- ΔE to the lowest compared entry with this formula, charge and spin: 1.433 eV
- HOMO-LUMO gap: 9.25 eV
- E_tot: -12915.0965 eV
- LUMO energy: 0.8 eV